Formula: C43H31Cl68F8O4P
Source: OMol25
Level of theory: the ωB97M-V functional and the def2-TZVPD basis

XYZ file:
```
155
C43H31Cl68F8O4P, DFT the ωB97M-V functional and the def2-TZVPD basis
C 6.174 2.687 -0.201
O 4.900 3.104 0.288
C 3.907 2.091 0.096
C 2.508 2.775 0.116
C 1.302 1.779 0.137
C 1.128 0.953 -1.206
C 0.152 1.666 -2.194
C -1.254 1.628 -1.797
F -1.593 1.037 -0.625
C -2.303 2.201 -2.612
O -3.610 2.097 -2.179
C -4.290 1.002 -2.870
C -4.978 -0.047 -1.895
C -3.945 -1.076 -1.269
C -5.944 0.628 -0.851
C -6.828 1.781 -1.506
C -5.272 1.103 0.478
C -1.888 2.840 -3.843
C -0.488 2.882 -4.254
C 0.583 2.323 -3.435
C 2.064 2.417 -3.862
F 2.345 3.577 -4.569
F 2.933 2.492 -2.783
C 2.625 1.219 -4.771
F 3.173 1.659 -5.942
F 3.676 0.621 -4.096
C 1.618 0.065 -5.077
F 1.244 -0.601 -3.957
F 0.571 0.419 -5.841
F 2.328 -0.882 -5.847
C -0.242 3.564 -5.624
O 0.533 3.187 -6.458
C -1.147 4.803 -5.912
P -0.389 6.258 -6.825
C 1.086 6.870 -5.814
C -1.689 7.624 -6.704
C -2.444 4.766 -5.523
C -2.965 3.512 -4.764
O -4.084 3.103 -4.892
H 7.002 3.202 0.348
H 6.329 1.576 -0.120
H 6.285 2.981 -1.279
H 3.999 1.365 0.956
H 4.096 1.501 -0.839
H 2.387 3.546 -0.690
H 2.456 3.358 1.080
H 0.356 2.352 0.296
H 1.443 1.028 0.959
H 2.087 0.639 -1.672
H 0.605 0.003 -0.908
H -3.571 0.509 -3.556
H -5.115 1.451 -3.483
H -5.635 -0.668 -2.568
H -4.501 -2.035 -1.048
H -3.190 -1.311 -2.066
H -3.477 -0.733 -0.322
H -6.690 -0.166 -0.559
H -7.747 1.940 -0.890
H -6.174 2.682 -1.564
H -7.094 1.424 -2.534
H -6.029 1.602 1.139
H -4.968 0.176 1.036
H -4.359 1.727 0.346
H 2.029 6.345 -6.097
H 0.935 6.731 -4.713
H 1.254 7.965 -5.977
H -1.191 8.611 -6.882
H -2.464 7.410 -7.476
H -2.185 7.604 -5.699
H -3.133 5.608 -5.731
C -3.900 -1.195 -6.358
Cl -2.463 -0.165 -6.486
Cl -3.630 -2.705 -7.237
Cl -4.212 -1.556 -4.648
Cl -5.296 -0.351 -7.046
C -3.527 -0.158 4.350
Cl -5.187 0.461 4.391
Cl -2.602 0.541 5.692
Cl -3.547 -1.920 4.502
Cl -2.762 0.287 2.815
C 1.800 6.889 -0.691
Cl 3.303 6.840 0.245
Cl 1.830 5.614 -1.919
Cl 0.414 6.632 0.385
Cl 1.648 8.470 -1.481
C -3.170 -4.777 7.135
Cl -2.860 -4.934 5.394
Cl -4.224 -6.099 7.664
Cl -1.631 -4.847 8.005
Cl -3.956 -3.224 7.464
C -3.013 8.733 0.826
Cl -4.564 8.127 0.220
Cl -2.376 7.609 2.043
Cl -1.867 8.868 -0.519
Cl -3.248 10.326 1.564
C 2.160 -6.233 7.102
Cl 3.347 -7.277 7.906
Cl 2.902 -5.446 5.699
Cl 0.783 -7.211 6.568
Cl 1.603 -4.985 8.229
C 6.313 -2.959 4.207
Cl 7.759 -3.067 5.227
Cl 6.747 -3.243 2.514
Cl 5.134 -4.181 4.719
Cl 5.594 -1.348 4.370
C -0.006 -4.132 -4.903
Cl 1.199 -2.899 -5.264
Cl -1.590 -3.354 -4.873
Cl -0.008 -5.408 -6.134
Cl 0.344 -4.847 -3.316
C -4.265 -5.253 -0.100
Cl -4.823 -6.929 -0.249
Cl -5.653 -4.170 0.131
Cl -3.173 -5.123 1.292
Cl -3.411 -4.788 -1.572
C 4.412 -3.658 11.411
Cl 5.680 -2.507 10.955
Cl 2.854 -2.817 11.499
Cl 4.319 -4.944 10.199
Cl 4.794 -4.361 12.992
C 9.309 -0.073 2.843
Cl 10.740 0.959 2.670
Cl 9.557 -1.568 1.930
Cl 9.055 -0.455 4.556
Cl 7.885 0.778 2.217
C 1.839 7.961 4.281
Cl 3.276 8.983 4.102
Cl 2.067 6.461 3.367
Cl 1.596 7.579 5.995
Cl 0.422 8.822 3.661
C -2.350 -9.117 -5.357
Cl -3.100 -8.749 -6.920
Cl -2.751 -7.842 -4.194
Cl -2.958 -10.671 -4.761
Cl -0.588 -9.207 -5.556
C 9.138 -6.035 7.748
Cl 7.452 -5.508 7.884
Cl 10.091 -5.305 9.052
Cl 9.217 -7.800 7.875
Cl 9.796 -5.526 6.181
C -7.526 -1.264 7.190
Cl -8.602 0.030 6.634
Cl -6.025 -0.554 7.811
Cl -8.322 -2.181 8.480
Cl -7.156 -2.347 5.838
C -9.056 -8.492 -0.107
Cl -7.565 -7.545 -0.267
Cl -8.875 -10.028 -0.971
Cl -9.371 -8.812 1.607
Cl -10.412 -7.582 -0.796
C 11.201 -3.559 -1.704
Cl 12.696 -3.597 -0.754
Cl 11.252 -4.828 -2.939
Cl 9.815 -3.833 -0.634
Cl 11.038 -1.979 -2.487
```

Properties
HOMO energy in eV: -8.45
Gap between HOMO and LUMO in eV: 7.367
ΔE to the lowest compared entry with this formula, charge and spin in eV: 3.061
Calculated total energy in eV: -935828.148